C5H8N as an isolated structure in a non-equilibrium geometry. Source: the OMol25 dataset; level of theory: the ωB97M-V functional and the def2-TZVPD basis.

```
! RIJCOSX wB97M-V def2-TZVPD def2/J DEFGRID3
* xyz 1 1
C -1.65 -0.52 0.38
C -1.16 -1.86 0.37
C -0.07 -1.34 -0.53
C -0.51 0.16 -0.81
C 1.43 2.14 0.14
N -1.67 0.60 -0.14
H -0.88 -2.30 1.33
H -1.79 -2.70 -0.07
H 0.94 -1.18 -0.01
H 0.02 -1.85 -1.53
H 0.74 1.38 -0.34
H 0.73 2.96 0.30
H 2.34 2.46 -0.38
H 1.55 2.04 1.28
*
```

Lowest unoccupied orbital energy: -6.55 eV
Energy relative to the best compared isomer or geometry (same formula, charge and spin): 182.98 kcal/mol
Highest occupied orbital energy: -0.54559 Ha
Total energy: -249.5335 Ha
Molecular weight: 82.126 g mol⁻¹

Löwdin atomic charge list, values in e, 6 entries: 0.06, -0.08, -0.13, 0.16, -0.02, 0.22